[1]
37
Properties=species:S:1:pos:R:3 method="wB97M-V/def2-TZVPD" s_squared=3.772 e_tot_ha=-1839.2370 lumo_ev="-0.52 / -2.10" orbital_gap_ev="6.28 / 6.02" spin_multiplicity=4
C -1.82825 -0.58689 1.22384
C -2.65576 2.06646 -0.59640
H -2.10204 -1.53212 0.74010
H -2.82868 -0.18559 1.39518
H -1.08523 -0.62795 2.04438
H -2.51397 2.99206 -1.17562
H -3.42313 1.29513 -0.85303
H -3.07662 2.39174 0.38506
C 0.22860 -2.14191 0.83590
C 0.94395 -3.30355 0.59297
C 1.85914 -3.31104 -0.44578
C 2.00990 -2.15873 -1.22575
H -0.44127 -2.15189 1.69432
H 0.73627 -4.17510 1.23168
H 2.45096 -4.19675 -0.65610
H 2.70990 -2.10118 -2.05675
N 0.30888 -1.04857 0.04821
C 1.23415 -1.01602 -0.93672
C 1.48926 0.28919 -1.56152
N 0.62190 1.27956 -1.28764
C 0.88524 2.55579 -1.63239
C 2.94240 1.87777 -2.65720
C 2.04351 2.89345 -2.32931
H 0.15119 3.30160 -1.31238
H 2.21872 3.94848 -2.58354
C 2.66932 0.55941 -2.28536
H 3.32665 -0.27597 -2.48016
H 3.85832 2.09454 -3.19826
V -1.14866 0.86877 0.01510
C -1.74320 0.65893 -2.20743
H -1.17141 -0.13269 -2.73159
H -1.60337 1.59061 -2.79774
H -2.80973 0.36638 -2.36760
O -0.72607 -0.37305 4.02860
N -1.31978 -1.38604 4.41487
O -1.70240 -2.28572 3.69855
O -0.51089 1.96048 1.01038



[2]
105
Properties=species:S:1:pos:R:3 method="wB97M-V/def2-TZVPD" e_tot_ha=-3213.0187 lumo_ev=0.46 orbital_gap_ev=9.33 smiles="C/C(Cl)=C(/Cl)COC[C@H](CCC(F)(F)F)OCC[C@H](C)F.COCCOC.COCCOC.COCCOC.COCCOC"
C -4.02720 1.05413 -1.81902
C -3.33651 1.43701 -0.54485
Cl -4.26135 2.53826 0.42108
C -2.12568 1.03401 -0.16503
Cl -1.38951 1.61136 1.28285
C -1.23942 0.15414 -1.03343
O -0.23558 -0.48770 -0.28792
C -0.05090 -1.85706 -0.57319
C 0.63400 -2.55789 0.60206
C -0.30624 -2.99582 1.72063
C -1.32951 -1.93528 2.11925
C -2.00153 -2.26372 3.42200
F -1.20868 -2.03366 4.48068
F -3.11877 -1.53678 3.60242
F -2.37808 -3.55948 3.50652
O 1.63037 -1.72372 1.14934
C 2.98109 -1.99707 0.83980
C 3.87507 -1.80754 2.07300
C 3.16896 -1.25811 3.29721
C 4.13051 -0.80347 4.37692
F 2.36290 -2.27937 3.83219
H -3.47958 0.28879 -2.36729
H -5.02970 0.68032 -1.60236
H -4.13547 1.92667 -2.46953
H -1.86435 -0.58118 -1.54957
H -0.77547 0.79145 -1.79990
H 0.57652 -1.96682 -1.46999
H -1.01520 -2.34201 -0.78219
H 1.09761 -3.45727 0.17344
H -0.80865 -3.92167 1.42949
H 0.32047 -3.22340 2.58770
H -2.11715 -1.81551 1.37183
H -0.83681 -0.97190 2.25445
H 3.30418 -1.32120 0.04088
H 3.07800 -3.02141 0.45821
H 4.69292 -1.13028 1.81437
H 4.33166 -2.75624 2.36954
H 2.48669 -0.45266 3.01656
H 5.01179 -1.44694 4.42805
H 3.62505 -0.83072 5.34357
H 4.45269 0.22276 4.19158
C -5.68231 4.90594 -3.68505
O -5.21490 3.87717 -4.53860
C -5.88298 3.82285 -5.78701
C -5.06715 4.45391 -6.89431
O -4.88751 5.84444 -6.69713
C -3.62372 6.18800 -6.16367
H -4.97969 4.98314 -2.85661
H -5.73421 5.86636 -4.20335
H -6.67198 4.66318 -3.28335
H -6.85725 4.31848 -5.71932
H -6.05530 2.76992 -6.02971
H -5.59274 4.31611 -7.84382
H -4.09683 3.95033 -6.96805
H -2.82861 6.02305 -6.89930
H -3.39658 5.61395 -5.26157
H -3.65707 7.24730 -5.91533
C 2.15640 1.27280 -2.21056
O 1.21419 1.93982 -3.03117
C 1.07215 3.31781 -2.72566
C 1.84742 4.19128 -3.68769
O 3.24502 3.98739 -3.57972
C 3.78171 3.15150 -4.58683
H 2.33913 0.29321 -2.65297
H 3.09948 1.82265 -2.15403
H 1.75814 1.13003 -1.19941
H 1.40247 3.51543 -1.70031
H 0.00885 3.56854 -2.79169
H 1.64412 5.24088 -3.45600
H 1.51140 3.99838 -4.71252
H 3.76731 3.65125 -5.56157
H 3.23342 2.20906 -4.66450
H 4.81535 2.94349 -4.31524
C 5.97399 0.35383 -0.84156
O 5.84931 -1.05710 -0.78041
C 5.34456 -1.63285 -1.97453
C 6.43717 -2.25044 -2.81914
O 7.34386 -1.27821 -3.30522
C 8.55394 -1.20814 -2.57494
H 6.56124 0.67132 0.01875
H 6.48219 0.66875 -1.75582
H 4.98997 0.83455 -0.79452
H 4.80849 -0.87838 -2.56168
H 4.63083 -2.41375 -1.69481
H 5.98010 -2.74251 -3.68281
H 6.96682 -3.01161 -2.23586
H 9.16633 -2.10054 -2.74332
H 8.37263 -1.10011 -1.50256
H 9.09687 -0.33688 -2.93666
C -3.08389 -4.77681 9.02702
O -2.96770 -3.50280 8.42809
C -3.05937 -3.52714 7.01032
C -4.43475 -3.12044 6.52927
O -5.43682 -4.04148 6.93423
C -6.18345 -3.61324 8.05449
H -3.16083 -4.62245 10.10239
H -3.97114 -5.31032 8.67607
H -2.19922 -5.39076 8.82254
H -2.81654 -4.52563 6.63102
H -2.31843 -2.82728 6.61972
H -4.43756 -3.08605 5.43738
H -4.67038 -2.11713 6.90066
H -6.83358 -2.76963 7.79561
H -5.53606 -3.31677 8.88382
H -6.80553 -4.45069 8.36715



[3]
9
Properties=species:S:1:pos:R:3 method="wB97M-V/def2-TZVPD" e_tot_ha=-660.4692 lumo_ev=-0.35 orbital_gap_ev=9.89
N -1.97607 -1.16482 -0.28723
N 1.36405 1.74103 -0.65238
O 1.24475 -0.40195 0.59413
O 1.89735 2.41653 0.40181
S 0.90456 0.28011 -0.64148
H -2.49617 -1.83346 -0.87660
H -0.90450 -1.36764 -0.43615
H -2.23802 -1.46293 0.68279
H 2.20406 1.79314 1.21510



[4]
59
Properties=species:S:1:pos:R:3 method="wB97M-V/def2-TZVPD" total_charge=-1 e_tot_ha=-2145.9252 lumo_ev="1.41 / 1.28" orbital_gap_ev="6.62 / 6.50"
Pd 0.41350 -0.62150 -0.33870
O -4.59050 0.31900 -3.64020
C -4.49860 -0.97510 -3.44380
O -5.22210 -1.77100 -4.00720
C -3.49490 -1.45800 -2.45540
C -3.51000 -2.73130 -1.91210
N -2.48040 -2.80630 -1.05220
N -1.78470 -1.67360 -1.01620
C -2.37020 -0.82790 -1.85410
C -1.80600 0.56990 -2.06470
O -2.54800 1.41080 -2.60650
O -0.62920 0.79050 -1.71210
H -3.82020 0.84870 -3.19360
H -4.17710 -3.54710 -2.10130
H -2.22800 -3.56510 -0.43550
C 5.08930 3.09770 6.12040
C 4.77180 1.68310 5.72150
C 5.74370 0.69870 5.85530
C 5.48760 -0.60700 5.46730
C 4.25430 -0.93600 4.94420
C 3.25350 0.02880 4.81850
N 2.04300 -0.37480 4.25350
C 0.78450 0.00840 4.63350
C 0.49830 0.26800 5.97960
C -0.77170 0.61890 6.37870
C -1.79400 0.73710 5.44860
C -1.52890 0.49050 4.11710
C -0.26140 0.10690 3.69350
C -0.04830 -0.15790 2.24350
O -0.91250 0.19980 1.42120
O 1.01840 -0.74570 1.87160
C 3.51840 1.35660 5.19570
C 2.47580 2.41710 4.99910
H 6.07310 3.16470 6.57640
H 4.35710 3.48050 6.82810
H 5.08100 3.75370 5.25130
H 6.71940 0.95220 6.24730
H 6.25170 -1.36600 5.57150
H 4.03650 -1.94700 4.63370
H 2.06740 -0.78960 3.31950
H 1.29660 0.17200 6.70240
H -0.96330 0.79460 7.42860
H -2.78580 1.02270 5.76530
H -2.29670 0.60170 3.36570
H 1.82360 2.15430 4.16870
H 2.92920 3.38250 4.78710
H 1.85600 2.51890 5.89310
S 1.85150 -1.82830 -1.71290
C 3.22140 -0.74300 -1.72030
C 4.24780 -0.94300 -2.64340
C 5.39280 -0.17190 -2.59520
C 5.54420 0.80350 -1.62120
C 4.50140 1.04730 -0.73770
C 3.34330 0.29600 -0.79080
H 4.12640 -1.71230 -3.39100
H 6.17620 -0.34180 -3.32070
H 6.45930 1.37720 -1.56460
H 4.59240 1.82440 0.00720
H 2.51030 0.49800 -0.09490



[5]
46
Properties=species:S:1:pos:R:3 method="wB97M-V/def2-TZVPD" total_charge=+1 e_tot_ha=-1583.4851 lumo_ev=-7.11 orbital_gap_ev=4.49
Pb -1.85054 -1.61090 -2.98274
O -1.10309 1.20014 -0.10767
C -0.29776 0.21192 -0.55069
O -0.89408 -0.83440 -1.04842
O 0.88635 0.24897 -0.26706
H -0.39442 1.69929 0.35656
C 2.03440 3.54180 2.19090
O 3.06515 3.67802 1.56372
N 1.57689 4.54681 3.00318
N 1.35651 2.35484 2.31889
H 2.14459 5.36944 3.06745
H 0.73016 4.33821 3.49607
H 0.68194 2.22742 3.04617
H 1.67504 1.69337 1.62867
C 3.02386 -2.67594 0.34195
O 3.64561 -3.70381 0.55699
N 1.77030 -2.44793 0.80028
N 3.58441 -1.64544 -0.35048
H 1.25496 -1.60731 0.58915
H 1.26499 -3.10607 1.36217
H 4.48035 -1.73707 -0.79059
H 3.04270 -0.84527 -0.62905
C 4.06481 0.95569 -3.18813
O 4.24662 2.05625 -2.71778
N 4.86595 0.32226 -4.10099
N 2.89655 0.26786 -2.90335
H 5.61168 0.87259 -4.48756
H 4.40520 -0.41671 -4.59699
H 2.26734 0.82248 -2.34700
H 2.51963 -0.45248 -3.48955
C -4.94921 1.06163 0.69615
O -6.13613 1.16693 0.45405
N -4.08731 0.62893 -0.28498
N -4.35790 1.47867 1.84935
H -3.09048 0.60400 -0.17440
H -4.54417 0.24919 -1.09337
H -4.89874 2.18898 2.31851
H -3.36545 1.56518 1.97675
C -3.37358 -2.99504 0.00796
O -3.29215 -3.28784 -1.20684
N -4.41707 -3.45967 0.73389
N -2.39891 -2.50370 0.81189
H -4.58805 -3.22090 1.69334
H -5.08786 -4.04603 0.26633
H -1.56280 -2.14881 0.37804
H -2.40628 -2.60557 1.80919



[6]
12
Properties=species:S:1:pos:R:3 method="wB97M-V/def2-TZVPD" e_tot_ha=-306.4065 lumo_ev=0.86 orbital_gap_ev=10.44 smiles="O=C[C@@H]1C[C@@H]1O"
O 1.09204 -0.93784 -0.69967
C 0.35383 0.30985 -0.89269
C -1.10059 0.44393 -0.51521
C -0.01093 0.80263 0.46944
C 0.41788 -0.44183 1.27869
O 1.40135 -0.54729 1.95741
H 0.62331 -1.78745 -0.72544
H 0.81607 0.87293 -1.69917
H -1.72625 1.21063 -0.98479
H -1.64839 -0.47715 -0.31852
H 0.14832 1.78167 0.92266
H -0.36665 -1.23007 1.20731